[1]
94
Properties=species:S:1:pos:R:3:forces:R:3:mulliken_charge:R:1 method="wB97M-V/def2-TZVPD" smiles="CC[C@H](Cl)[C@@]1(CCF)C[C@@H](S)[C@@H](COC)OS1(=O)=O.c1ccncc1.c1ccncc1.c1ccncc1.c1ccncc1.c1ccncc1" energy_ha=-3329.88712 charge=0
C -2.8178 -0.5500 -0.6058 -0.0653 -0.1118 -0.1098 -1.23
C -2.1621 -0.7093 -1.9805 0.0413 -0.0699 0.1001 -0.70
C -0.9129 0.1431 -2.2265 0.0726 0.1021 0.1815 -0.76
Cl -0.7754 0.3299 -4.0310 -0.0151 0.0985 -0.0299 -0.21
C 0.4882 -0.3312 -1.7085 0.0048 0.0001 0.0881 1.81
C 0.7124 -1.8068 -2.1006 0.0003 0.0325 -0.0691 -1.43
C 0.2840 -2.9062 -1.1556 -0.0077 -0.0229 0.1229 -0.54
F 1.2724 -3.0903 -0.1845 0.0494 -0.0077 -0.0071 -0.28
C 1.6015 0.5854 -2.3009 -0.1464 -0.1179 0.1544 -2.16
C 2.9476 0.6519 -1.5312 0.0685 -0.0518 -0.1300 0.01
S 3.2826 2.3447 -0.9022 -0.0804 -0.0083 0.0650 -0.18
C 3.0438 -0.3897 -0.4320 0.0338 -0.1537 0.0567 0.37
C 4.3922 -0.4295 0.3165 -0.1258 -0.0549 -0.0809 -0.93
O 4.2555 -0.8018 1.6529 0.2520 0.1089 0.1307 -0.43
C 4.2696 -2.1908 1.9286 -0.1412 -0.1319 -0.0627 -0.65
O 1.9992 -0.1980 0.5374 0.1803 0.0161 -0.0503 -0.41
S 0.5130 0.0519 0.0787 0.0828 -0.1238 -0.1131 1.41
O 0.2639 1.4568 0.1743 -0.1288 0.2235 -0.0055 -0.60
O -0.2729 -0.8546 0.8442 -0.1938 -0.0634 0.2026 -0.65
H -2.7429 0.4785 -0.2568 0.0075 0.0096 0.0601 0.19
H -3.8829 -0.7666 -0.6910 0.0066 0.0063 -0.0188 0.54
H -2.3982 -1.2165 0.1412 0.0261 0.0777 0.0203 0.22
H -2.8826 -0.3722 -2.7246 0.0201 -0.0124 -0.0563 0.54
H -1.9666 -1.7592 -2.2142 -0.0048 0.0257 -0.0558 0.32
H -1.1091 1.1437 -1.8457 0.0893 0.0827 -0.0872 0.69
H 0.1776 -1.9391 -3.0458 0.0360 -0.0512 0.0245 0.17
H 1.7614 -1.9755 -2.3407 0.0059 -0.0377 -0.0498 0.58
H -0.6416 -2.6805 -0.6305 0.0048 -0.0551 -0.0254 0.18
H 0.1920 -3.8488 -1.6950 -0.0113 -0.0061 -0.0344 0.47
H 1.7919 0.2329 -3.3117 -0.0477 0.0365 -0.0677 0.55
H 1.2010 1.5934 -2.3608 -0.0088 0.0361 -0.1178 0.52
H 3.7578 0.4203 -2.2228 -0.0069 0.0585 -0.0297 0.70
H 4.1359 2.6670 -1.8765 0.0897 0.0454 -0.0495 0.17
H 2.8888 -1.3746 -0.8703 -0.0517 -0.0208 0.0303 0.02
H 5.0292 -1.1411 -0.2232 0.0746 0.0737 -0.0501 0.40
H 4.8686 0.5489 0.2829 -0.0872 0.0494 0.1165 0.41
H 5.1168 -2.4258 2.5737 0.0173 -0.0074 -0.0097 0.16
H 4.3527 -2.7868 1.0158 -0.0095 0.0080 -0.0127 0.34
H 3.3468 -2.4736 2.4365 -0.0177 0.0221 -0.0150 0.28
C -5.3419 2.8303 3.5155 0.0201 -0.0032 -0.0001 -0.19
C -5.3016 3.4773 2.2905 0.0457 0.0249 0.0095 -0.62
C -5.0274 2.7291 1.1553 -0.0070 -0.0331 -0.0105 -0.26
N -4.8117 1.4156 1.1767 -0.0164 0.0243 0.0167 -0.35
C -4.8486 0.8084 2.3595 0.0388 0.0048 -0.0014 -0.09
C -5.1059 1.4666 3.5536 0.0014 0.0039 0.0245 -0.56
H -5.5428 3.3804 4.4255 -0.0031 0.0063 0.0127 0.42
H -5.4676 4.5438 2.2131 -0.0154 -0.0043 -0.0070 0.37
H -4.9714 3.1995 0.1797 -0.0151 0.0129 0.0018 0.48
H -4.6515 -0.2588 2.3529 -0.0156 -0.0008 0.0086 0.39
H -5.1124 0.9212 4.4873 0.0140 -0.0073 0.0042 0.39
C -1.6519 3.2256 3.4795 0.0191 0.0248 -0.0067 -0.20
C -1.9682 3.6616 4.7567 -0.0127 -0.0015 -0.0014 -0.48
C -1.8956 2.7527 5.8014 -0.0167 0.0124 0.0025 -0.28
N -1.5365 1.4801 5.6473 -0.0087 -0.0201 0.0069 -0.63
C -1.2311 1.0788 4.4148 -0.0267 -0.0218 -0.0106 -0.34
C -1.2718 1.9069 3.3012 -0.0463 -0.0386 -0.0224 -0.19
H -1.6963 3.9026 2.6360 -0.0093 0.0044 -0.0143 0.44
H -2.2676 4.6844 4.9445 0.0013 0.0000 0.0049 0.41
H -2.1369 3.0599 6.8139 -0.0006 0.0066 -0.0067 0.36
H -0.9405 0.0393 4.3083 0.0070 0.0038 -0.0105 0.49
H -1.0162 1.5228 2.3238 0.0104 0.0066 -0.0032 0.45
C -2.7006 5.1286 -3.4119 0.0186 -0.0088 0.0055 -0.25
C -3.0782 3.8649 -3.8359 0.0097 0.0349 0.0295 -0.76
C -3.1100 2.8415 -2.9002 -0.0132 -0.0529 -0.0524 -0.08
N -2.7907 3.0018 -1.6198 0.0405 -0.0330 0.0272 0.07
C -2.4214 4.2183 -1.2268 0.0076 0.0199 0.0140 -0.14
C -2.3640 5.3107 -2.0791 -0.0069 0.0049 -0.0129 -0.67
H -2.6632 5.9564 -4.1083 -0.0001 0.0025 0.0012 0.38
H -3.3366 3.6697 -4.8677 -0.0177 -0.0029 0.0055 0.45
H -3.3947 1.8363 -3.1925 -0.0399 0.0322 -0.0449 0.33
H -2.1586 4.3184 -0.1792 0.0128 0.0077 0.0040 0.35
H -2.0577 6.2781 -1.7048 0.0016 -0.0023 0.0033 0.42
C -0.1187 -2.2219 -8.9783 0.0002 -0.0037 0.0042 -0.38
C -0.3079 -1.5637 -7.7741 -0.0073 0.0057 -0.0060 -0.39
C -0.2235 -2.2963 -6.5992 0.0287 -0.0589 0.0094 0.40
N 0.0321 -3.6030 -6.5628 0.0059 0.0012 0.0174 -0.45
C 0.2113 -4.2227 -7.7267 -0.0003 0.0004 0.0015 -0.26
C 0.1466 -3.5817 -8.9553 -0.0002 0.0054 -0.0050 -0.33
H -0.1773 -1.6862 -9.9171 0.0003 0.0003 -0.0004 0.37
H -0.5190 -0.5033 -7.7394 0.0006 0.0001 0.0077 0.37
H -0.3662 -1.8124 -5.6405 -0.0169 0.0141 -0.0223 -0.01
H 0.4167 -5.2863 -7.6732 0.0014 0.0016 -0.0099 0.36
H 0.3013 -4.1389 -9.8692 -0.0005 -0.0059 0.0030 0.36
C 4.9606 -3.3351 7.7629 -0.0049 -0.0003 -0.0059 -0.20
C 5.2348 -2.4467 6.7360 -0.0106 -0.0166 0.0129 -0.51
C 5.7154 -2.9533 5.5376 0.0127 0.0172 -0.0119 -0.07
N 5.9276 -4.2476 5.3143 0.0059 -0.0035 -0.0189 -0.53
C 5.6600 -5.0894 6.3096 -0.0031 0.0020 -0.0016 -0.17
C 5.1784 -4.6863 7.5464 -0.0035 0.0025 0.0053 -0.35
H 4.5819 -2.9814 8.7131 -0.0001 -0.0005 0.0012 0.37
H 5.0768 -1.3835 6.8539 0.0049 0.0024 -0.0058 0.35
H 5.9418 -2.2856 4.7139 -0.0018 0.0305 0.0254 0.46
H 5.8399 -6.1394 6.1062 -0.0049 -0.0012 0.0090 0.35
H 4.9776 -5.4177 8.3173 0.0032 -0.0047 -0.0025 0.35



[2]
17
Properties=species:S:1:pos:R:3:forces:R:3:mulliken_charge:R:1 method="wB97M-V/def2-TZVPD" energy_ha=-5797.26077 relative_energy_kj_mol=318.5 charge=0
C -0.8937 1.0333 0.2337 2.4239 -0.3920 1.0398 -0.59
C 0.5001 1.5862 0.3026 -0.3522 -3.2721 -2.4274 -0.10
C -1.3557 -0.2380 -0.0837 0.1249 0.4907 -0.3841 0.54
C 1.4997 1.1144 -0.4896 -1.8269 -0.1381 -1.6856 -0.83
C -0.5329 -1.4855 -0.3335 -2.4723 -0.5518 -1.4203 -0.58
C 0.7383 -1.6312 0.2981 1.2966 -0.3027 1.3154 0.03
O 0.9018 -1.1118 1.5795 -1.2626 -1.2407 -1.9985 -0.40
P -3.1107 -0.3741 -0.3265 0.2638 2.2580 0.8758 0.08
Br -0.4935 -1.8059 -2.4917 0.3556 0.3977 1.1208 -0.09
Br 1.9675 -3.0400 -0.2417 -0.8017 0.8705 0.4784 -0.13
H -1.5232 1.6106 0.8523 -1.3539 0.8617 -0.0828 0.35
H 0.7672 2.3092 0.9970 -0.0795 1.3379 1.3645 0.39
H 1.2241 0.4503 -1.4084 0.8209 1.0698 1.9087 0.20
H 2.4750 1.5745 -0.4375 0.2197 -0.2270 -0.0536 0.33
H -1.2999 -2.3139 -0.2290 1.4067 0.4744 0.1418 0.46
H 1.7793 -0.7689 1.5877 1.2942 0.5235 0.3779 0.37
H -3.0887 -1.6626 -0.6556 -0.0573 -2.1599 -0.5708 -0.02